Here is the molecule C3H7N5 in a non-equilibrium geometry from the OMol25 dataset. Energies are from wB97M-V/def2-TZVPD.

Each atom is followed by the atoms it is bonded to, with distances in Å.
CARTESIAN COORDINATES (ANGSTROEM)
1 C -1.40384 -0.18639 0.01967  N11 1.307, N12 1.276, N13 1.558
2 C 0.94285 -1.17709 -0.11708  H7 1.318, N13 1.484, N14 1.383
3 C 1.71786 1.58967 -0.33818  H9 1.145, H10 1.044, N15 1.284
4 H -1.53481 1.76306 0.64176  N11 0.989
5 H -3.03137 0.94244 0.23499  N11 1.067
6 H -2.78011 -1.69433 -0.17529  N12 1.112
7 H 0.29334 -2.14058 -0.73979  C2 1.318
8 H 2.33850 -2.28850 0.63864  N14 1.007
9 H 2.53320 0.87371 0.02679  C3 1.145
10 H 1.84363 2.61344 -0.50111  C3 1.044
11 N -1.98498 0.90484 0.44261  C1 1.307, H4 0.989, H5 1.067
12 N -1.74476 -1.34752 -0.38343  C1 1.276, H6 1.112
13 N 0.12472 0.05996 -0.15650  C1 1.558, C2 1.484, N15 1.390
14 N 2.20087 -1.31017 0.44303  C2 1.383, H8 1.007
15 N 0.48491 1.39745 -0.03610  C3 1.284, N13 1.390

Calculated values
E_tot ... -10670.71892 eV
Max |F| ... 6.2 eV/Å
LUMO ... 0.65 eV
SMILES string ... [H]/N=C/N(N=C)/C(N)=N/[H]
Relative energy (zero: lowest compared OMol25 entry of this formula, charge and spin) ... 98.7 kcal/mol
HOMO-LUMO gap ... 9.218 eV

Here are the Mulliken charges for atoms 1 to 6, given in e:
1. C 0.32
2. C 0.08
3. C -0.43
4. H 0.27
5. H 0.26
6. H 0.22